1.
DFT (ωB97M-V/def2-TZVPD) results for C58H46BaBr2F5NO3P2 as an isolated structure.

Geometry (Å):
Ba -0.80985 1.32076 0.09102
C 0.37080 4.90227 -0.76959
C -0.49881 5.08306 0.44344
C -0.79393 6.37746 0.92024
C -1.65287 6.52591 1.96865
C -2.23885 5.39009 2.56877
C -3.19255 5.45029 3.61213
Br -3.73358 7.12086 4.34129
C -3.75430 4.30614 4.09426
C -3.36989 3.05914 3.59056
Br -4.22764 1.52196 4.28380
C -2.39161 2.88906 2.60979
O -2.00041 1.75362 2.16436
C -1.85462 4.12257 2.06576
N -0.99287 4.00967 1.02173
H 1.16930 5.64475 -0.79349
H -0.22362 5.02039 -1.67845
H 0.82112 3.91000 -0.79354
H -0.34592 7.23690 0.43894
H -1.90462 7.50801 2.34436
H -4.50296 4.34688 4.87326
O -1.72418 -1.94712 1.61254
C -2.77170 -2.79183 1.30894
C -3.08948 -3.87985 2.11472
C -4.14362 -4.70575 1.76770
C -4.87880 -4.45914 0.61596
C -4.51205 -3.41231 -0.21374
C -3.44241 -2.57460 0.10587
P -2.76647 -1.35555 -1.07194
C -4.21252 -0.97672 -2.11148
C -5.13105 -0.06520 -1.58886
C -6.25194 0.29850 -2.31713
C -6.45693 -0.23072 -3.58527
C -5.54035 -1.12439 -4.11641
C -4.42121 -1.49991 -3.38228
C -1.73799 -2.45357 -2.11728
C -0.94705 -1.82336 -3.08662
C -0.10198 -2.56789 -3.89671
C -0.02511 -3.94736 -3.74424
C -0.80133 -4.57634 -2.78329
C -1.65325 -3.83635 -1.96967
C -1.46236 -1.60348 2.92306
C -2.44096 -1.52075 3.89985
C -2.08244 -1.18875 5.19397
C -0.75698 -0.94175 5.51617
C 0.20722 -0.97812 4.52170
C -0.13200 -1.28317 3.20500
P 0.99912 -1.21570 1.77620
C 2.48319 -0.36845 2.40736
C 3.76111 -0.83449 2.10104
C 4.88526 -0.09051 2.43993
C 4.74869 1.12675 3.08950
C 3.47933 1.61204 3.37672
C 2.35587 0.87977 3.02562
C 1.47353 -2.96250 1.57616
C 1.16618 -3.58557 0.36869
C 1.44899 -4.93323 0.18403
C 2.04579 -5.66131 1.20165
C 2.35642 -5.04515 2.40898
C 2.06663 -3.70350 2.59793
H -2.51452 -4.06717 3.01172
H -4.39213 -5.54568 2.40385
H -5.71596 -5.09233 0.35299
H -5.05179 -3.24099 -1.13708
H -4.96379 0.36788 -0.60795
H -6.95657 1.00717 -1.90105
H -7.32501 0.06289 -4.16156
H -5.69170 -1.53103 -5.10852
H -3.70818 -2.19571 -3.80786
H -1.02612 -0.74722 -3.20600
H 0.49196 -2.06897 -4.65301
H 0.63308 -4.52981 -4.37702
H -0.75393 -5.65272 -2.66558
H -2.24569 -4.34719 -1.22167
H -3.47720 -1.69683 3.64597
H -2.85057 -1.11356 5.95242
H -0.47626 -0.69448 6.53159
H 1.23379 -0.74760 4.76984
H 3.88495 -1.78736 1.60055
H 5.86996 -0.47008 2.19715
H 5.62517 1.70172 3.35970
H 3.35955 2.56999 3.86725
H 1.37232 1.28280 3.24166
H 0.69385 -3.01913 -0.42887
H 1.19976 -5.40615 -0.75730
H 2.26802 -6.71126 1.05973
H 2.81916 -5.61479 3.20490
H 2.29788 -3.22581 3.54363
F -2.28376 2.37594 -1.82297
C -1.69811 1.50865 -2.80833
F -0.24437 1.62274 -2.49897
C -1.74421 2.39211 -4.04932
F -1.03479 1.82728 -5.04696
F -3.01143 2.53644 -4.47366
F -1.24704 3.64206 -3.88023
C 7.74502 1.63795 -3.42349
C 6.37290 1.46327 -2.83643
C 5.93248 2.26920 -1.79363
C 4.66097 2.14584 -1.25121
C 4.26247 3.07259 -0.13811
C 3.80578 1.15307 -1.77552
C 2.48603 0.90816 -1.21006
O 1.92384 1.62417 -0.39439
C 4.22808 0.33827 -2.84522
C 3.33816 -0.70581 -3.47934
C 5.50473 0.50787 -3.35214
H 8.36410 2.28359 -2.80272
H 7.68010 2.08706 -4.41666
H 8.24843 0.67670 -3.53303
H 6.59921 3.02372 -1.39055
H 5.11688 3.67611 0.16738
H 3.89022 2.52484 0.72550
H 3.45831 3.74008 -0.45393
H 1.99509 -0.02653 -1.52556
H 2.28369 -0.43810 -3.46872
H 3.44500 -1.67198 -2.97914
H 3.62670 -0.84366 -4.52086
H 5.83003 -0.11073 -4.18283

Kohn-Sham gap	0.248	Ha
F_max	0.6	eV/A
charge	0
energy above the lowest of the compared OMol25 structures with the same formula, charge and spin	0.0	kJ/mol
molecular weight	1259.08	u


2.
DFT (ωB97M-V/def2-TZVPD) results for C58H46F4O2P2Pd as an isolated structure at a distorted geometry.

Geometry (Å):
F 2.49815 0.65101 -6.55209
C 1.99711 -0.14347 -5.54107
C 1.87986 -1.51064 -5.77622
C 1.37145 -2.27065 -4.72474
F 1.32081 -3.64137 -4.87312
C 0.94752 -1.72318 -3.51643
C 1.13887 -0.33932 -3.28574
C 0.86940 0.23856 -1.95158
C 1.40789 1.48072 -1.50691
C 1.04231 2.16276 -0.30639
C -0.14816 2.09711 0.44735
C -0.14464 2.57059 1.79964
C -1.27574 2.46708 2.58619
F -1.23398 2.95024 3.87215
C -2.45719 1.87522 2.14172
C -2.42229 1.37762 0.84552
F -3.49871 0.61607 0.44921
C -1.36022 1.52190 -0.03224
Pd 2.46798 -0.19198 -0.46437
P 4.67914 0.02438 -0.90308
C 4.90858 1.35028 -2.11395
C 4.89191 2.68280 -1.66509
C 4.89359 3.72458 -2.59206
C 4.92097 3.44002 -3.95936
C 4.99294 2.11797 -4.40325
C 4.99073 1.07093 -3.48595
C 5.85976 0.47265 0.38566
C 7.08571 1.07873 0.04836
C 7.96256 1.47642 1.05857
C 7.61150 1.29105 2.39978
C 6.40601 0.66631 2.73791
C 5.53900 0.23773 1.73292
C 5.30169 -1.44401 -1.75308
C 6.63525 -1.85404 -1.59588
C 7.07458 -3.00741 -2.24445
C 6.18240 -3.78497 -2.98894
C 4.84706 -3.39412 -3.12450
C 4.41580 -2.20917 -2.53356
P 1.94487 -1.58475 1.23379
C 0.65223 -2.66328 0.58532
C 0.90384 -4.01894 0.32097
C -0.10326 -4.80419 -0.24020
C -1.36588 -4.25860 -0.49013
C -1.63071 -2.92262 -0.18171
C -0.61489 -2.11195 0.31703
C 3.31367 -2.61455 1.80596
C 3.57601 -2.76347 3.17988
C 4.71464 -3.45190 3.59323
C 5.58170 -4.00637 2.64689
C 5.29533 -3.91499 1.28034
C 4.16409 -3.21855 0.86248
C 1.22977 -0.85190 2.72227
C 0.04148 -1.35067 3.28466
C -0.47094 -0.78523 4.44882
C 0.23613 0.22151 5.10600
C 1.43749 0.69924 4.57566
C 1.92168 0.18991 3.37064
C 1.61574 0.46184 -4.34745
H 2.17186 -1.96439 -6.71991
H 0.52478 -2.35130 -2.72883
H -0.00343 -0.15582 -1.43305
H 2.14350 1.96059 -2.15532
H 1.79138 2.86911 0.05412
H 0.77980 2.97181 2.21889
H -3.31071 1.71922 2.79200
H -1.46016 1.19378 -1.06841
H 4.87921 2.89527 -0.59455
H 4.86584 4.75717 -2.24122
H 4.88147 4.25346 -4.68336
H 5.03748 1.89283 -5.46917
H 5.05283 0.03888 -3.83070
H 7.34976 1.24917 -0.99844
H 8.91412 1.93960 0.79466
H 8.27940 1.63553 3.18901
H 6.13386 0.51198 3.78495
H 4.60220 -0.27285 1.97481
H 7.31618 -1.27800 -0.96957
H 8.11740 -3.31069 -2.14997
H 6.51984 -4.70851 -3.45889
H 4.13222 -4.00367 -3.68245
H 3.37033 -1.90015 -2.62120
H 1.87081 -4.45074 0.57965
H 0.09752 -5.85047 -0.47319
H -2.15747 -4.87622 -0.91517
H -2.63827 -2.51450 -0.29001
H -0.80990 -1.05839 0.53824
H 2.88933 -2.34028 3.91402
H 4.92364 -3.54828 4.66019
H 6.48563 -4.51959 2.97481
H 5.94830 -4.38199 0.53766
H 3.95294 -3.10500 -0.20482
H -0.48408 -2.18286 2.81818
H -1.42653 -1.13683 4.84245
H -0.15856 0.64931 6.02809
H 1.98878 1.48774 5.09318
H 2.82778 0.60478 2.92336
H 1.71659 1.54148 -4.22560
C -9.42482 -3.57984 -2.98181
O -8.75486 -3.63870 -1.69698
C -7.71699 -2.75315 -1.53967
C -7.42888 -1.75411 -2.50934
C -6.42730 -0.82135 -2.23629
C -5.65606 -0.91044 -1.10347
C -5.69401 -2.11042 -0.26534
O -4.70490 -2.44554 0.43489
C -6.92793 -2.86327 -0.39245
H -10.16045 -4.38289 -2.96655
H -9.93497 -2.61226 -3.12139
H -8.71250 -3.74218 -3.80882
H -7.99487 -1.67392 -3.43933
H -6.28531 -0.01119 -2.94944
H -4.91531 -0.16050 -0.86791
H -7.13155 -3.64009 0.33421

Kohn-Sham gap	0.068	Ha
F_max	2.2	eV/A
charge	0
molecular weight	1019.36	u


3.
DFT (ωB97M-V/def2-TZVPD) results for C58H52BiN2OP3S3 as an isolated structure at a distorted geometry.

Geometry (Å):
Bi 0.58537 -0.35263 1.16242
S 3.33996 0.59703 0.54546
P 2.81973 2.34988 -0.38106
C -0.45252 1.81238 -1.70634
P -0.74464 2.48018 -0.13128
S -0.08051 2.03581 1.90770
C -0.25459 4.24621 -0.26403
C -0.19278 5.07547 0.85447
C 0.05373 6.43304 0.71434
C 0.22935 6.98758 -0.54828
C 0.17576 6.16895 -1.66585
C -0.06149 4.80607 -1.52628
C -2.52288 2.42307 0.00232
C -3.15424 1.33571 0.86783
C -4.66040 1.48723 0.86568
C -5.32726 2.33618 0.05187
C -4.67005 3.18753 -0.88525
C -3.27782 3.20727 -0.85823
C 3.84871 2.30192 -1.91946
C 4.88464 3.15532 -2.29047
C 5.47234 3.05920 -3.54885
C 5.04244 2.10768 -4.46139
C 4.02992 1.22695 -4.09267
C 3.44659 1.32677 -2.84123
C 3.59841 3.70099 0.61088
C 3.94635 3.48749 1.94460
C 4.33671 4.54533 2.75863
C 4.38388 5.83816 2.25527
C 4.02316 6.06750 0.93395
C 3.61425 5.01365 0.12818
H -0.32727 4.65028 1.83956
H 0.11671 7.06225 1.59506
H 0.41282 8.05093 -0.65679
H 0.32042 6.59477 -2.65335
H -0.09150 4.15082 -2.38780
H -2.83284 1.45848 1.89740
H -5.21006 0.86164 1.56574
H -6.41456 2.36553 0.10814
H -5.23284 3.84790 -1.53364
H -2.75173 3.89025 -1.51739
H 5.26078 3.89442 -1.59675
H 6.27433 3.73980 -3.81593
H 5.49102 2.05144 -5.44615
H 3.68872 0.47178 -4.79248
H 2.65772 0.64114 -2.54934
H 3.89932 2.48052 2.33877
H 4.59253 4.35952 3.79636
H 4.68348 6.66518 2.89045
H 4.03551 7.07623 0.53533
H 3.26923 5.22191 -0.87771
S 2.20299 -2.31045 5.15740
C 1.23211 -0.96612 5.59188
C 0.71531 -0.34134 4.50186
C 1.08502 -0.95396 3.27042
C 1.90211 -2.03366 3.47095
C 2.45636 -2.89111 2.42048
C 3.48311 -3.81345 2.62065
C 3.94883 -4.54166 1.54163
C 3.38340 -4.34583 0.29053
C 2.35790 -3.42373 0.18267
N 1.90247 -2.72529 1.21650
H 1.10562 -0.71924 6.63631
H 0.09875 0.54759 4.56540
H 3.90909 -3.93210 3.60908
H 4.75633 -5.25207 1.66888
H 3.72800 -4.89341 -0.57510
H 1.86354 -3.23798 -0.76625
O -2.27396 -0.41409 2.84680
N -1.77751 -0.73319 1.54672
C -2.59184 -0.10917 0.47534
C -3.51670 -1.18280 -0.09200
C -4.61888 -0.91855 -0.90531
C -5.38960 -1.96030 -1.40661
C -5.05743 -3.27795 -1.12369
C -3.90689 -3.55264 -0.39918
C -3.11506 -2.51485 0.09393
P -1.45699 -2.78614 0.84785
C -1.11659 -4.49818 0.03935
C -0.85497 -5.73605 0.62590
C -0.37212 -6.80977 -0.12312
C -0.15303 -6.67932 -1.48501
C -0.41623 -5.45575 -2.09769
C -0.86733 -4.38925 -1.33887
C -1.83391 -3.37736 2.54991
C -3.07929 -3.16194 3.13529
C -3.33389 -3.58003 4.43453
C -2.34930 -4.22570 5.17046
C -1.10008 -4.43672 4.60424
C -0.84779 -4.01099 3.30577
H -1.77682 0.38124 3.09629
H -1.90305 0.07056 -0.35902
H -4.86642 0.10412 -1.15167
H -6.25365 -1.73628 -2.02324
H -5.67210 -4.09168 -1.49509
H -3.60535 -4.57986 -0.23551
H -1.04650 -5.88357 1.68185
H -0.16816 -7.75576 0.36884
H 0.22228 -7.51621 -2.06267
H -0.25908 -5.33905 -3.16471
H -1.05017 -3.42813 -1.81722
H -3.84642 -2.64549 2.57278
H -4.30255 -3.38550 4.88124
H -2.55100 -4.55479 6.18402
H -0.31560 -4.92218 5.17458
H 0.13256 -4.15912 2.87309
C 0.47684 -0.95127 -4.03492
C -0.42734 0.21628 -3.63587
C -1.89463 -0.23365 -3.73205
C -0.20433 1.39737 -4.57967
C -0.15671 0.60878 -2.18452
H 0.20278 -1.33518 -5.02296
H 0.38423 -1.77183 -3.31516
H 1.52790 -0.64653 -4.06056
H -2.14498 -0.53104 -4.75920
H -2.55454 0.58463 -3.43352
H -2.09139 -1.08620 -3.07283
H -0.43436 1.11338 -5.61365
H 0.83009 1.74761 -4.52260
H -0.85840 2.22237 -4.28923
H 0.23146 -0.23122 -1.59716

Kohn-Sham gap	0.144	Ha
F_max	1.1	eV/A
charge	-2
energy above the lowest of the compared OMol25 structures with the same formula, charge and spin	48.6	kJ/mol
molecular weight	1191.17	u


4.
DFT (ωB97M-V/def2-TZVPD) results for C58H54Cl16InO as an isolated structure at a distorted geometry.

Geometry (Å):
C -4.89684 2.53820 2.24516
C -4.16451 3.90424 1.87238
C -4.93160 5.27535 1.53030
C -2.69113 3.96647 1.78201
C -2.07249 3.71095 0.31853
C -0.84039 2.67132 0.36912
C 0.28341 3.20105 -0.68723
C 1.14157 1.91591 -1.07437
C 1.06685 4.37839 0.05411
C 2.62652 4.52767 -0.25731
In 3.71714 4.40972 1.74500
O 2.43647 4.86205 3.38211
H -5.32865 2.59009 3.30404
H -4.14231 1.67707 2.15778
H -5.71640 2.35885 1.46002
H -4.47628 5.65185 0.54071
H -4.74512 6.01529 2.37525
H -6.03612 5.02212 1.38896
H -2.02347 4.20465 2.67076
H -2.85917 3.25713 -0.37210
H -1.72885 4.72018 -0.11052
H -0.40076 2.60068 1.42892
H -1.16926 1.60794 0.10310
H -0.33346 3.58945 -1.57925
H 1.52272 1.31395 -0.18733
H 0.43278 1.21095 -1.65358
H 1.97625 2.16267 -1.82587
H 0.56569 5.36624 -0.27335
H 0.87294 4.31046 1.18172
H 2.80799 5.59882 -0.63000
H 3.05069 3.84433 -1.05745
H 5.03500 5.66534 1.83433
H 4.50493 2.81327 1.98059
H 1.58009 4.39674 3.28260
Cl 1.77080 0.23533 -5.66585
C 1.40580 -1.21681 -4.80347
C 2.01479 -1.53398 -3.58946
Cl 3.17277 -0.49602 -2.83906
C 1.68903 -2.72369 -2.94031
C 0.75633 -3.59275 -3.49667
C 0.14500 -3.27503 -4.70534
C 0.47008 -2.08956 -5.35783
H 2.16001 -2.97654 -1.99637
H 0.50650 -4.51699 -2.98658
H -0.58514 -3.94980 -5.13911
H -0.00953 -1.84803 -6.30032
Cl 5.75004 8.09529 -0.51418
C 4.42076 8.93085 -1.23231
C 3.11048 8.76792 -0.78157
Cl 2.71403 7.72883 0.53715
C 2.07265 9.46112 -1.40451
C 2.34032 10.31544 -2.47026
C 3.64799 10.48173 -2.91598
C 4.68579 9.79011 -2.29824
H 1.05140 9.33732 -1.06085
H 1.52897 10.85109 -2.95236
H 3.85948 11.14944 -3.74496
H 5.70272 9.92296 -2.65150
Cl -2.71899 -5.41803 -3.59940
C -2.88481 -5.30806 -1.88224
C -2.46652 -4.18839 -1.16361
Cl -1.75988 -2.80944 -1.92586
C -2.61731 -4.15751 0.22197
C -3.18564 -5.23685 0.88903
C -3.60810 -6.35230 0.17202
C -3.45710 -6.38784 -1.21079
H -2.29252 -3.28862 0.78787
H -3.29979 -5.20791 1.96804
H -4.05487 -7.19463 0.68993
H -3.78721 -7.26100 -1.76340
Cl -5.22233 -1.98531 0.08560
C -6.59764 -2.75825 -0.61704
C -7.06776 -3.99333 -0.16939
Cl -6.31955 -4.84699 1.13288
C -8.17878 -4.57473 -0.77888
C -8.82076 -3.92618 -1.82957
C -8.35502 -2.69219 -2.27269
C -7.24536 -2.10991 -1.66765
H -8.54802 -5.53564 -0.43709
H -9.68393 -4.38340 -2.30188
H -8.85575 -2.18342 -3.08976
H -6.88678 -1.14832 -2.01873
Cl -4.18516 8.32371 5.39871
C -3.24614 6.99197 5.97469
C -2.39484 6.26642 5.14104
Cl -2.19807 6.64581 3.46865
C -1.66691 5.19484 5.65683
C -1.78524 4.84982 6.99971
C -2.63048 5.57689 7.83227
C -3.35994 6.64570 7.32014
H -1.00424 4.62525 5.01387
H -1.21770 4.01448 7.39597
H -2.72190 5.31131 8.88038
H -4.01813 7.20750 7.97428
Cl 8.72841 -4.31564 -2.08495
C 7.63400 -3.81309 -3.32514
C 7.73499 -4.27342 -4.63799
Cl 8.95388 -5.39497 -5.13175
C 6.83072 -3.82735 -5.60026
C 5.82631 -2.92863 -5.25376
C 5.72193 -2.47377 -3.94264
C 6.62530 -2.91489 -2.98071
H 6.90528 -4.17913 -6.62364
H 5.12495 -2.58337 -6.00636
H 4.93667 -1.77525 -3.66951
H 6.53944 -2.55529 -1.96074
Cl 5.11977 -6.18843 -3.49149
C 5.74826 -7.66280 -2.84713
C 5.00758 -8.84502 -2.83700
Cl 3.40606 -8.93460 -3.47946
C 5.56035 -10.00524 -2.29659
C 6.84859 -9.98787 -1.77051
C 7.58925 -8.81006 -1.78548
C 7.03964 -7.64982 -2.32234
H 4.98889 -10.92707 -2.28363
H 7.27406 -10.89287 -1.34954
H 8.59494 -8.79477 -1.37853
H 7.62211 -6.73533 -2.32941
Cl -3.83735 -0.50830 4.44227
C -2.95659 -1.84487 5.09105
C -2.10277 -2.62275 4.30907
Cl -1.84700 -2.30455 2.63060
C -1.42219 -3.69623 4.88187
C -1.59011 -3.99170 6.23138
C -2.43772 -3.21265 7.01292
C -3.11992 -2.14169 6.44335
H -0.75838 -4.30611 4.27844
H -1.05957 -4.82889 6.67263
H -2.56779 -3.43939 8.06596
H -3.78011 -1.53931 7.05792

Kohn-Sham gap	0.213	Ha
F_max	2.8	eV/A
charge	-1
energy above the lowest of the compared OMol25 structures with the same formula, charge and spin	77.7	kJ/mol
molecular weight	1449.13	u